ORCA calculation (ωB97M-V/def2-TZVPD) on a cluster of 2 separate species, C4H14N3O in total at a distorted geometry.

## Properties
Orbital gap (spin up / spin down) (eV): 11.59 / 7.03
HOMO (spin up / spin down) (eV): -19.4832 / -19.3849
Relative energy (zero: lowest compared OMol25 entry of this formula, charge and spin) (eV): 3.3384
Total energy (Ha): -399.53975
Charge: +2
2S+1: 2
Expectation value of S²: 0.772

Bonds (Å) are listed after each position.
Geometry (Å):
1 C -0.82 -1.42 -0.16  C2 1.469, N7 1.487, H8 1.090, H9 1.233
2 C 0.61 -1.36 -0.49  C1 1.469, C3 1.666, H10 1.118, H11 1.153
3 C 1.28 0.02 -1.13  C2 1.666, N6 1.456, H12 1.081, H13 1.165
4 N -0.75 2.26 -1.63  C5 1.349, H14 1.085, H15 0.952
5 C 0.01 2.03 -0.54  N4 1.349, N6 1.298, H16 1.217
6 N 0.94 1.16 -0.29  C3 1.456, C5 1.298
7 N -1.21 -0.60 1.02  C1 1.487, H17 1.106, H18 1.010, H19 1.183
8 H -1.14 -2.43 0.08  C1 1.090
9 H -1.47 -0.97 -1.12  C1 1.233
10 H 0.86 -2.00 -1.37  C2 1.118
11 H 1.23 -1.58 0.46  C2 1.153
12 H 1.14 0.18 -2.19  C3 1.081
13 H 2.41 -0.29 -1.15  C3 1.165
14 H -1.81 2.38 -1.81  N4 1.085
15 H -0.30 1.84 -2.36  N4 0.952
16 H -0.28 2.70 0.43  C5 1.217
17 H -2.06 -1.08 1.55  N7 1.106
18 H -1.50 0.33 0.76  N7 1.010
19 H -0.32 -0.43 1.77  N7 1.183
20 H 1.10 -0.72 3.39  O22 0.997
21 H 1.37 0.09 2.08  O22 0.929
22 O 0.71 -0.11 2.70  H20 0.997, H21 0.929

Partial charges, Löwdin, in e:
1. C -0.203
2. C -0.124
3. C -0.123
4. N 0.284
5. C -0.187
6. N 0.140
7. N 0.106
8. H 0.141
9. H 0.194
10. H 0.150
11. H 0.146
12. H 0.107
13. H 0.182
14. H 0.230
15. H 0.081
16. H 0.208
17. H 0.228
18. H 0.108
19. H 0.105
20. H 0.158
21. H 0.035
22. O 0.033